Entry 1:
The following is a DFT calculation (ωB97M-V with the def2-TZVPD basis set) of C55H67AsGeNOPSi2Ti as an isolated structure.

Geometry as XYZ:
```
130
Properties=species:S:1:pos:R:3
Ti 0.001 1.590 0.200
C 4.121 1.804 3.606
N 3.188 1.588 2.497
C 3.799 1.482 1.174
C 1.895 1.587 2.679
C 1.310 1.751 4.040
O 1.083 1.474 1.686
H 5.129 1.844 3.206
H 4.072 0.990 4.327
H 3.918 2.749 4.109
H 4.561 0.708 1.196
H 4.270 2.431 0.910
H 3.054 1.230 0.428
H 1.996 1.470 4.832
H 0.401 1.156 4.101
H 1.017 2.795 4.181
C 1.999 4.574 1.315
Si 1.070 4.706 -0.342
C -0.561 5.563 0.051
C 2.090 5.768 -1.511
C 0.987 2.896 -0.993
Si 0.579 2.503 -2.820
C -0.873 1.249 -2.798
C 0.166 3.944 -3.948
C 2.106 1.596 -3.465
H 2.197 5.573 1.708
H 2.962 4.067 1.212
H 1.400 4.052 2.064
H -0.353 6.378 0.748
H -1.313 4.921 0.512
H -1.004 6.009 -0.840
H 2.430 6.670 -1.000
H 1.496 6.084 -2.371
H 2.971 5.243 -1.886
H 2.023 2.541 -0.857
H -1.828 1.747 -2.970
H -0.964 0.695 -1.845
H -0.740 0.509 -3.588
H -0.514 4.663 -3.488
H -0.310 3.573 -4.858
H 1.073 4.476 -4.240
H 2.421 0.803 -2.782
H 2.945 2.286 -3.582
H 1.918 1.142 -4.440
C 1.448 -1.557 -1.430
C 2.017 -2.982 -1.552
As 0.782 -4.491 -2.016
C 1.244 -5.743 -0.583
C 0.906 -7.076 -0.811
C 1.163 -8.049 0.140
C 1.758 -7.700 1.346
C 2.095 -6.378 1.585
C 1.839 -5.406 0.627
C 1.970 -5.293 -3.352
C 3.291 -5.617 -3.051
C 4.118 -6.162 -4.020
C 3.628 -6.393 -5.300
C 2.313 -6.081 -5.606
C 1.487 -5.532 -4.634
P 0.477 -1.018 0.056
C 1.512 -1.455 1.493
C 0.933 -1.407 2.765
C 1.675 -1.732 3.889
C 3.010 -2.095 3.759
C 3.599 -2.118 2.504
C 2.857 -1.792 1.375
C -0.916 -2.192 0.110
C -1.808 -2.138 -0.963
C -2.789 -3.100 -1.102
C -2.917 -4.103 -0.152
C -2.063 -4.136 0.937
C -1.064 -3.185 1.074
H 0.796 -1.344 -2.283
H 2.277 -0.843 -1.500
H 2.606 -3.264 -0.682
H 2.707 -2.943 -2.396
H 0.442 -7.351 -1.753
H 0.905 -9.081 -0.058
H 1.964 -8.458 2.091
H 2.565 -6.099 2.521
H 2.113 -4.379 0.842
H 3.670 -5.461 -2.047
H 5.142 -6.414 -3.778
H 4.272 -6.824 -6.056
H 1.929 -6.267 -6.600
H 0.457 -5.290 -4.871
H -0.110 -1.125 2.865
H 1.208 -1.719 4.866
H 3.589 -2.361 4.634
H 4.637 -2.407 2.394
H 3.338 -1.808 0.406
H -1.713 -1.366 -1.719
H -3.450 -3.074 -1.956
H -3.691 -4.852 -0.253
H -2.150 -4.922 1.677
H -0.393 -3.255 1.915
C -5.843 -1.261 0.568
C -5.580 -0.539 -0.588
C -4.515 0.347 -0.622
C -3.718 0.544 0.506
C -3.973 -0.208 1.651
C -5.030 -1.106 1.682
Ge -2.464 2.072 0.536
C -2.685 2.893 2.322
C -1.586 3.478 2.953
C -1.728 4.174 4.144
C -2.983 4.289 4.723
C -4.084 3.700 4.115
C -3.936 3.005 2.924
C -3.353 3.316 -0.725
C -2.657 4.026 -1.698
C -3.313 4.902 -2.551
C -4.683 5.075 -2.437
C -5.391 4.372 -1.472
C -4.731 3.497 -0.623
H -6.684 -1.941 0.603
H -6.215 -0.653 -1.457
H -4.338 0.937 -1.514
H -3.374 -0.055 2.543
H -5.238 -1.663 2.586
H -0.609 3.406 2.479
H -0.873 4.640 4.619
H -3.107 4.840 5.646
H -5.063 3.786 4.567
H -4.800 2.543 2.461
H -1.585 3.892 -1.778
H -2.760 5.451 -3.304
H -5.202 5.755 -3.100
H -6.462 4.499 -1.381
H -5.296 2.944 0.118
```

Calculated values
- charge = +2
- highest occupied orbital energy (Eh) = -0.4475
- LUMO level (eV) = -6.46

---

Entry 2:
The following is a DFT calculation (ωB97M-V with the def2-TZVPD basis set) of C55H67N3O4Ru as an isolated structure.

Geometry as XYZ:
```
130
Properties=species:S:1:pos:R:3
Ru -0.465 -1.398 -2.844
C 3.199 -2.032 -3.188
O 2.259 -1.684 -2.187
C 2.675 -0.947 -1.117
C 3.222 0.309 -1.278
C 3.202 1.025 -2.618
C 2.161 2.118 -2.577
C 2.570 3.410 -2.283
C 1.690 4.481 -2.139
C 0.344 4.163 -2.252
C -0.109 2.877 -2.540
C -1.591 2.610 -2.549
C -2.027 2.123 -1.178
C -1.952 2.956 -0.062
C -2.274 2.504 1.212
C -2.603 1.154 1.356
C -2.691 0.298 0.270
C -3.011 -1.170 0.451
C -1.873 -1.953 1.059
C -2.066 -2.687 2.221
C -1.059 -3.448 2.812
C 0.174 -3.451 2.165
C 0.409 -2.735 0.995
C 1.742 -2.821 0.294
C 2.449 -1.488 0.146
C 2.892 -0.783 1.251
C 3.544 0.448 1.132
C 3.682 0.978 -0.142
C 4.079 1.149 2.380
C 4.724 2.496 2.048
C 5.143 0.260 3.043
C 2.935 1.396 3.373
C -0.615 -1.955 0.405
O -0.402 -1.228 -0.665
C -1.342 -4.254 4.083
C -0.092 -4.969 4.595
C -2.414 -5.318 3.793
C -1.848 -3.327 5.199
C -2.462 0.824 -0.993
O -2.647 0.008 -2.098
C -3.798 0.307 -2.869
C -2.302 3.428 2.434
C -3.701 3.383 3.070
C -2.002 4.882 2.061
C -1.260 2.964 3.462
C 0.785 1.809 -2.804
O 0.379 0.647 -3.275
C 2.216 5.899 -1.908
C 3.035 5.953 -0.610
C 1.082 6.919 -1.799
C 3.114 6.315 -3.086
H 4.199 -1.692 -2.917
H 2.905 -1.594 -4.141
H 3.195 -3.116 -3.298
H 2.958 0.346 -3.429
H 4.180 1.470 -2.811
H 3.639 3.577 -2.151
H -0.409 4.934 -2.111
H -1.799 1.849 -3.296
H -2.131 3.523 -2.814
H -1.595 3.970 -0.212
H -2.779 0.735 2.345
H -3.261 -1.587 -0.527
H -3.888 -1.275 1.096
H -3.054 -2.659 2.681
H 1.000 -4.024 2.576
H 1.579 -3.226 -0.701
H 2.384 -3.515 0.842
H 2.702 -1.214 2.233
H 4.104 1.969 -0.284
H 5.562 2.376 1.356
H 5.106 2.952 2.965
H 4.000 3.184 1.601
H 5.969 0.077 2.349
H 4.725 -0.707 3.332
H 5.544 0.744 3.940
H 2.164 2.022 2.914
H 3.310 1.904 4.268
H 2.463 0.461 3.684
H 0.280 -5.691 3.862
H -0.332 -5.514 5.514
H 0.709 -4.259 4.820
H -2.092 -5.963 2.971
H -3.361 -4.854 3.504
H -2.594 -5.942 4.678
H -1.104 -2.557 5.420
H -2.044 -3.897 6.116
H -2.774 -2.824 4.909
H -4.145 1.322 -2.684
H -4.608 -0.390 -2.626
H -3.545 0.213 -3.928
H -4.458 3.680 2.339
H -3.752 4.070 3.922
H -3.947 2.380 3.424
H -2.698 5.247 1.301
H -0.983 4.997 1.681
H -2.106 5.514 2.948
H -1.433 1.927 3.763
H -1.297 3.592 4.359
H -0.255 3.023 3.036
H 2.408 5.682 0.244
H 3.434 6.961 -0.444
H 3.876 5.255 -0.643
H 0.434 6.704 -0.944
H 0.468 6.926 -2.704
H 1.500 7.921 -1.664
H 3.982 5.657 -3.169
H 3.471 7.345 -2.960
H 2.555 6.250 -4.023
N -0.026 -3.226 -3.543
C -0.426 -4.345 -3.102
C -1.920 -4.770 -3.116
C -2.210 -6.096 -2.469
C -1.255 -6.899 -2.010
C 0.165 -6.534 -2.103
C 0.537 -5.355 -2.600
H -2.228 -4.814 -4.166
H -3.254 -6.387 -2.385
H -1.521 -7.846 -1.556
H 0.913 -7.229 -1.736
H 1.583 -5.072 -2.644
N -4.864 -3.126 -3.421
C -4.285 -4.000 -2.514
C -2.826 -3.647 -2.498
N -2.739 -2.447 -3.365
C -3.884 -2.269 -3.884
H -5.816 -3.148 -3.727
H -4.874 -4.541 -1.788
H -2.419 -3.435 -1.503
H -4.110 -1.517 -4.629
```

Calculated values
- charge = -1
- multiplicity = 6
- highest occupied orbital energy (alpha / beta) (Eh) = -0.1392 / -0.1508
- expectation value of S² = 8.77
- LUMO level (alpha / beta) (eV) = 2.23 / 2.18

---

Calculated energy above the lowest of the compared OMol25 structures with the same formula, charge and spin, 0.722, 2.635 eV (same order as the records).